No. 1
The following is a DFT calculation (ωB97M-V/def2-TZVPD) of an isolated ion of composition C5H8N and charge +1.

The geometry in XYZ format:
```
14
Properties=species:S:1:pos:R:3:forces:R:3:mulliken_charge:R:1
C 0.18982 -1.14280 -1.30751 -2.127 0.282 -0.457 -0.309
C 0.99900 -1.18592 -0.00711 1.462 0.471 1.146 -0.164
C 0.71048 -0.06178 0.79046 -0.855 0.348 -1.354 0.083
C 0.13356 0.96574 1.22979 1.694 1.454 3.986 0.012
C -0.76485 1.81065 0.37248 0.086 0.260 0.487 -0.858
N -0.92883 -1.68860 -1.42203 0.316 0.129 -1.022 -0.419
H 0.57827 -0.51528 -2.13917 0.023 -0.535 0.657 0.418
H 0.72542 -2.00967 0.59558 -0.236 -1.521 0.189 0.326
H 2.03594 -1.18708 -0.28122 0.760 -0.258 -0.088 0.304
H -1.41804 -2.25633 -0.72873 0.610 0.326 0.278 0.275
H 0.41503 1.39804 2.31468 -0.574 -1.170 -2.340 0.351
H -1.65776 2.02205 1.04696 0.962 0.097 -1.572 0.323
H -0.89353 1.19495 -0.49928 -1.188 0.191 -0.494 0.350
H -0.12451 2.65601 0.03510 -0.932 -0.074 0.585 0.307
```
Forces are in eV/Å.

## Properties
Total charge: +1
Relative energy (zero: lowest compared OMol25 entry of this formula, charge and spin): 107.9 kcal/mol
HOMO energy: -14.66 eV
Orbital gap: 0.288 Ha

***

No. 2
The following is a DFT calculation (ωB97M-V/def2-TZVPD) of C5H12MgO3Sm as an isolated structure.

The geometry in XYZ format:
```
22
Properties=species:S:1:pos:R:3:forces:R:3:mulliken_charge:R:1
O -1.58937 1.60795 2.89784 -0.941 -0.766 1.187 -0.473
Mg -0.84962 3.30959 3.68835 0.027 -0.005 -0.106 -0.141
C -2.09607 -0.39178 -2.23603 -0.072 -0.223 -0.300 -0.684
O -1.41391 -0.45587 -1.00435 -0.805 -0.462 -1.442 -0.274
C -0.59741 -1.65461 -0.77759 0.404 -0.432 0.235 -0.428
C 0.18579 -1.41966 0.47841 0.543 -1.288 -0.289 -1.020
C 1.50545 -0.73723 0.27522 -0.055 -0.477 0.096 -0.439
O 1.25727 0.70628 0.35415 1.242 0.384 -0.094 -0.228
C 2.37092 1.54728 0.15838 0.482 0.069 0.060 -0.686
Sm -0.94500 0.71677 0.86718 -1.083 1.828 1.477 0.826
H -2.69065 0.52841 -2.23985 0.097 -0.221 -0.076 0.229
H -1.37718 -0.37000 -3.06990 -0.209 -0.016 0.151 0.277
H -2.76045 -1.26204 -2.35155 0.112 0.226 -0.037 0.285
H 0.01375 -1.77311 -1.69311 -0.105 0.066 0.113 0.305
H -1.28580 -2.51003 -0.69838 0.147 0.206 -0.013 0.363
H 0.21887 -2.27572 1.15593 0.042 0.182 -0.233 0.453
H -2.14050 1.01791 3.47332 0.613 0.843 -0.506 0.161
H 1.98180 -0.89766 -0.71118 -0.111 -0.008 0.136 0.317
H 2.22802 -0.99227 1.06575 -0.159 0.115 -0.193 0.372
H 2.07758 2.55978 0.46037 0.088 -0.186 -0.290 0.239
H 3.21300 1.24590 0.80041 -0.208 -0.029 -0.130 0.279
H 2.69350 1.50009 -0.89337 -0.050 0.191 0.254 0.267
```
Forces are in eV/Å.

## Properties
2S+1: 7
HOMO energy (spin up / spin down): -4.99 / -4.99 eV
Orbital gap (spin up / spin down): 0.184 / 0.178 Ha

***

No. 3
The following is a DFT calculation (ωB97M-V/def2-TZVPD) of one molecule with the formula C21H31N3O2S.

The geometry in XYZ format:
```
58
Properties=species:S:1:pos:R:3:forces:R:3:mulliken_charge:R:1
C 0.35612 -1.82416 -6.27629 0.337 -0.075 0.242 -0.983
C 1.63079 -2.50953 -5.79221 -0.289 -0.113 -0.322 -0.421
O 2.30774 -1.76561 -4.79892 0.133 0.163 0.159 -0.465
C 1.84604 -1.75837 -3.52060 0.035 0.082 0.244 0.820
C 2.55374 -0.94202 -2.63364 -0.059 -0.154 -0.238 -0.855
C 2.19232 -0.86075 -1.30887 -0.211 -0.104 0.025 -0.425
C 1.10752 -1.59253 -0.82701 -0.003 -0.116 -0.598 -0.438
N 0.78616 -1.49944 0.53589 0.049 0.222 0.231 0.104
C -0.38425 -1.81535 1.15819 0.036 -0.011 0.036 0.028
S -0.31053 -2.32056 2.74143 0.110 -0.223 0.589 -0.218
N -1.54938 -1.65062 0.49538 0.513 -0.119 0.066 0.122
C -2.78318 -2.11136 1.09314 -0.375 -0.250 0.348 -1.192
C -3.42714 -1.02138 1.96398 0.147 -0.010 -0.083 -0.862
C -3.07014 0.36253 1.41577 -0.334 0.252 -0.188 -0.338
N -1.84005 0.83781 2.02205 -0.048 -0.313 0.042 0.124
C -1.50250 2.14236 1.99667 0.367 -0.091 0.302 -0.226
O -2.21862 2.97795 1.47635 -0.248 0.316 -0.194 -0.700
C -0.17719 2.52449 2.65333 0.009 0.022 -0.342 1.100
C 0.56330 3.47596 1.70464 -0.135 0.300 0.282 -0.773
C 1.83916 4.00484 2.34810 0.109 -0.229 -0.281 -0.742
C 2.75250 2.84712 2.73832 -0.051 0.196 0.307 -0.516
C 2.02260 1.89550 3.68021 0.093 -0.166 -0.266 -1.181
C 0.73914 1.36580 3.04094 -0.034 0.207 0.356 -0.428
C -2.92409 0.28967 -0.11138 0.061 0.036 0.269 -1.175
C -1.73373 -0.60267 -0.49345 -0.076 0.318 -0.509 -0.786
C 0.41697 -2.42257 -1.70002 0.196 0.089 0.275 -0.685
C 0.77606 -2.50197 -3.03435 0.130 0.002 -0.349 -0.110
H -0.36287 -1.71999 -5.46734 -0.102 0.010 0.018 0.305
H 0.59258 -0.83257 -6.65365 -0.005 0.079 -0.055 0.299
H -0.09251 -2.40845 -7.07488 -0.082 -0.054 -0.090 0.349
H 1.41930 -3.52611 -5.43819 0.086 0.075 -0.024 0.329
H 2.34891 -2.57609 -6.61424 -0.105 -0.081 0.126 0.314
H 3.39222 -0.38149 -3.01451 0.107 0.074 -0.043 0.423
H 2.75226 -0.23035 -0.63394 0.042 0.113 0.075 0.478
H 1.57713 -1.47743 1.16774 -0.258 -0.093 -0.018 0.419
H -2.57112 -2.99942 1.68985 -0.073 0.072 -0.156 0.600
H -3.45032 -2.38978 0.27274 0.015 0.009 0.002 0.443
H -4.50814 -1.15671 1.97050 -0.043 0.013 -0.013 0.459
H -3.07092 -1.10616 2.99101 -0.053 -0.033 0.005 0.290
H -3.84985 1.09436 1.65723 0.114 -0.156 -0.037 0.625
H -1.24582 0.15444 2.46381 0.113 0.020 0.134 -0.122
H -0.44118 3.08580 3.55844 -0.023 -0.010 -0.019 0.224
H 0.81384 2.93736 0.78617 -0.013 -0.036 -0.089 0.272
H -0.10261 4.29729 1.43743 0.009 -0.077 -0.069 0.337
H 2.35466 4.67076 1.65307 -0.013 0.078 0.046 0.345
H 1.58504 4.58268 3.23948 -0.002 0.085 0.043 0.363
H 3.05710 2.30729 1.83804 0.064 -0.034 -0.060 0.197
H 3.65540 3.22707 3.22085 0.068 -0.040 -0.056 0.358
H 2.67118 1.05689 3.94314 -0.018 0.010 0.086 0.385
H 1.77214 2.42354 4.60309 0.012 0.003 0.093 0.422
H 0.99727 0.79243 2.14646 -0.049 -0.103 -0.032 -0.143
H 0.25068 0.69681 3.75337 -0.021 -0.093 -0.099 0.664
H -3.85357 -0.09715 -0.52991 -0.057 -0.001 -0.056 0.454
H -2.76435 1.29315 -0.50354 -0.042 -0.016 -0.057 0.532
H -0.82486 -0.00126 -0.53787 -0.096 -0.083 -0.013 0.415
H -1.89503 -1.04378 -1.48467 0.085 0.094 0.036 0.273
H -0.39331 -3.03305 -1.33218 -0.089 -0.022 0.024 0.514
H 0.21735 -3.16528 -3.67519 -0.033 -0.033 -0.103 0.398
```
Forces are in eV/Å.

## Properties
Relative energy (zero: lowest compared OMol25 entry of this formula, charge and spin): 0.0 kcal/mol
HOMO energy: -8.06 eV
Orbital gap: 0.318 Ha